[1]
29
Properties=species:S:1:pos:R:3:forces:R:3 method="wB97M-V/def2-TZVPD" de_lowest_kj_mol=127.1 charge=+1 s2=6.022 gap_ev="8.30 / 8.69" total_energy_ev=-143821.589 largest_force_ha_per_bohr=0.07506 spin_multiplicity=5
Co 0.079565 0.017546 0.642137 0.0 0.0 0.4
O -5.858595 1.251087 -0.633667 -0.8 3.4 1.7
C -4.585710 0.995565 -0.347059 -0.2 1.2 0.9
C -3.840725 1.688321 0.646609 -1.4 -1.5 -0.6
C -2.597807 1.200687 0.894636 -0.2 0.0 -0.6
N -1.981682 0.205196 0.227631 0.2 0.5 0.1
C -2.708912 -0.370742 -0.724890 0.9 0.2 0.4
Br -1.823582 -1.744052 -1.636256 -0.1 -0.4 -0.2
C -3.980422 -0.013542 -1.044014 0.7 -0.6 -0.2
H -6.128426 2.161780 -0.151898 0.6 -3.1 -1.6
H -4.349510 2.340729 1.345146 0.3 0.4 -0.2
H -2.072222 1.662521 1.660826 1.2 0.5 1.3
H -4.448000 -0.549490 -1.812219 -0.9 -0.5 -0.9
Cl 0.825277 2.449525 0.882089 0.0 0.1 -0.2
C 0.577275 1.204952 2.175379 -1.7 0.4 0.4
H -0.139271 1.662241 2.938605 1.2 -0.8 -1.0
H 1.538498 0.936271 2.564651 0.4 0.1 0.4
N 1.683686 -1.647313 -1.915231 -3.0 0.3 -1.2
C 2.432348 -1.175877 -0.951796 -0.3 0.8 0.1
O 1.927392 -0.495823 -0.030513 0.0 -0.1 0.4
C 3.859940 -1.460258 -1.043412 0.6 -1.5 0.0
C 4.264751 -2.561206 -1.981485 -0.1 2.4 1.6
N 4.690234 -3.299385 -2.741894 0.0 -0.7 -0.5
C 4.720957 -0.968691 -0.157355 0.6 0.0 -0.2
N 4.873317 -0.092799 0.810434 -1.1 -0.9 -3.6
H 0.649033 -1.358361 -1.873816 2.3 -0.8 -0.4
H 2.059430 -1.954752 -2.809484 -0.1 -0.1 0.4
O 5.262040 0.043744 3.082584 0.4 0.0 2.8
C 5.071119 -0.127873 1.984262 0.2 0.5 0.5


[2]
34
Properties=species:S:1:pos:R:3:forces:R:3 method="wB97M-V/def2-TZVPD" de_lowest_kj_mol=0.0 gap_ev=6.67 total_energy_ev=-50250.585 largest_force_ha_per_bohr=0.11107
C -1.890035 -2.883374 -0.743436 -0.3 -0.2 0.0
C -0.410329 -2.868370 -0.767641 0.4 0.1 0.0
N 0.343768 -1.785287 -0.671386 -1.3 -0.4 -0.1
C 1.617581 -2.219194 -0.713963 1.2 -1.1 -0.1
C 1.657748 -3.588903 -0.838130 1.2 0.7 0.1
N 0.363322 -4.007156 -0.875192 -0.9 0.3 0.1
H -2.288882 -1.870863 -0.775348 0.1 -0.1 0.0
H -2.283606 -3.427643 -1.601455 -0.1 0.0 0.0
H -2.257359 -3.366600 0.162266 -0.1 0.0 0.0
H 2.477048 -1.564353 -0.657840 -0.2 0.0 0.0
H 2.534480 -4.218358 -0.891687 -0.3 -0.2 0.0
H 0.022122 -4.969708 -0.950858 0.3 0.8 0.1
O 0.289449 0.036206 3.358743 -3.7 0.8 -1.4
S -0.900685 0.296120 2.479956 2.6 -3.3 -2.1
O -1.828560 -0.774038 1.976725 1.8 2.8 2.1
C -1.807486 1.850930 2.918810 -0.2 -0.6 0.7
F -2.468884 1.651138 4.061446 0.1 0.6 -0.6
F -0.894258 2.815969 3.041264 -0.7 -0.2 0.1
F -2.639280 2.113474 1.909231 0.2 0.2 0.7
C -0.191814 1.009666 0.987788 -0.8 -0.4 -0.3
C -0.876365 0.884938 -0.185935 -0.9 -0.7 -0.1
C -0.319715 1.471530 -1.321500 1.0 1.1 -1.8
N -0.668479 1.594182 -2.651526 -4.7 -3.0 1.1
O -1.730318 1.110253 -3.114321 1.7 1.0 -0.4
O 0.228437 2.284430 -3.376315 -1.4 -1.1 1.3
N 1.171098 2.627709 -2.525306 3.1 1.3 2.1
C 0.882013 2.163112 -1.289207 1.1 1.1 -2.1
C 1.582904 2.273256 -0.057570 -0.3 -0.3 0.6
N 2.827699 2.999734 0.062276 2.3 1.2 0.0
O 3.334233 3.506349 -0.952121 -1.3 -1.0 1.3
O 3.351378 3.085439 1.182519 -1.0 -0.3 -1.2
C 1.028367 1.684033 1.054488 1.2 0.8 -0.2
H -1.801587 0.329642 -0.239224 0.0 0.1 0.0
H 1.545979 1.755753 2.004442 0.0 0.0 -0.1